Record 1
Below is 3 unconnected molecules or ions with the total composition C25H31NO10, with properties calculated with ωB97M-V/def2-TZVPD.

Positions of all 67 atoms, in Å:
1 C 1.177 -3.698 -0.460
2 C 2.322 -2.902 0.153
3 O 3.447 -2.927 -0.725
4 C 1.924 -1.473 0.452
5 N 3.090 -0.672 0.775
6 C 2.784 0.742 0.975
7 C 3.017 1.610 -0.272
8 O 1.942 2.514 -0.557
9 C 0.823 1.830 -0.975
10 C 0.805 1.159 -2.194
11 C -0.313 0.438 -2.589
12 C -1.412 0.401 -1.743
13 C -1.410 1.102 -0.534
14 C -0.292 1.827 -0.146
15 C -2.626 1.007 0.325
16 O -3.094 1.944 0.915
17 C -3.230 -0.359 0.352
18 C -3.735 -0.924 1.514
19 C -4.240 -2.220 1.451
20 C -4.239 -2.922 0.250
21 C -3.736 -2.353 -0.917
22 C -3.229 -1.061 -0.858
23 C -2.637 -0.390 -2.055
24 O -3.116 -0.466 -3.154
25 H 1.339 -4.769 -0.341
26 H 1.097 -3.513 -1.534
27 H 0.213 -3.457 -0.011
28 H 2.622 -3.429 1.060
29 H 3.194 -3.243 -1.596
30 H 1.439 -1.085 -0.461
31 H 1.227 -1.495 1.289
32 H 3.834 -0.813 0.106
33 H 3.393 1.097 1.809
34 H 1.756 0.803 1.327
35 H 3.915 2.211 -0.151
36 H 3.224 0.953 -1.121
37 H 1.666 1.189 -2.848
38 H -0.344 -0.108 -3.520
39 H -0.311 2.363 0.792
40 H -3.724 -0.396 2.457
41 H -4.617 -2.704 2.340
42 H -4.632 -3.927 0.197
43 H -3.706 -2.891 -1.853
44 C 5.933 -1.713 -2.595
45 O 5.899 -0.291 -2.436
46 C 6.830 0.366 -3.129
47 O 7.658 -0.129 -3.847
48 O 6.680 1.669 -2.888
49 C 7.618 2.503 -3.572
50 H 5.133 -2.114 -1.982
51 H 5.762 -1.989 -3.635
52 H 6.882 -2.119 -2.249
53 H 7.514 2.395 -4.650
54 H 8.635 2.268 -3.266
55 H 7.386 3.527 -3.291
56 C -7.210 2.112 6.330
57 O -6.954 1.432 5.100
58 C -6.463 2.217 4.135
59 O -6.237 3.394 4.236
60 O -6.270 1.470 3.053
61 C -5.736 2.183 1.925
62 H -7.601 1.369 7.019
63 H -6.292 2.532 6.736
64 H -7.952 2.896 6.189
65 H -4.772 2.600 2.163
66 H -6.425 2.967 1.612
67 H -5.629 1.461 1.123

Properties
Spin multiplicity   1
Orbital gap   8.1 eV
SMILES   C[C@@H](O)CNCCOc1ccc2c(c1)C(=O)c1ccccc1C2=O.COC(=O)OC.COC(=O)OC

---

Record 2
Below is 2 unconnected molecules or ions with the total composition C6H15N2O, with properties calculated with ωB97M-V/def2-TZVPD.

Positions of all 24 atoms, in Å:
1 C 2.775 -0.064 0.130
2 C -2.290 1.001 0.968
3 C -0.344 1.826 -0.417
4 C -0.827 -1.492 0.966
5 C -1.542 -1.085 -1.316
6 C -1.220 0.745 0.150
7 N 4.047 0.321 -0.085
8 N -0.797 -0.577 -0.150
9 O 1.940 -0.205 -0.749
10 H -2.976 0.281 1.222
11 H 2.529 -0.216 1.155
12 H -2.408 1.905 1.349
13 H 0.522 1.877 0.273
14 H 0.127 1.460 -1.253
15 H -0.893 2.774 -0.398
16 H -0.326 -0.880 1.816
17 H -1.890 -1.650 1.305
18 H -0.322 -2.352 0.641
19 H -2.544 -1.014 -1.151
20 H -1.595 -0.485 -2.111
21 H -1.183 -2.111 -1.721
22 H 4.629 0.473 0.722
23 H 4.417 0.036 -0.931
24 H 0.174 -0.566 -0.415

Properties
Spin multiplicity   1
Orbital gap   11.0 eV
Total charge   +1

---

Record 3
Below is 11 unconnected molecules or ions with the total composition C64H57F10N, with properties calculated with ωB97M-V/def2-TZVPD.

Positions of all 132 atoms, in Å:
1 F 5.888 4.754 -5.881
2 C 5.739 5.459 -4.751
3 C 4.453 5.755 -4.311
4 C 4.313 6.443 -3.106
5 C 5.441 6.908 -2.413
6 C 6.724 6.737 -2.902
7 C 6.870 5.977 -4.074
8 H 3.604 5.477 -4.918
9 H 3.343 6.689 -2.701
10 H 5.257 7.467 -1.507
11 H 7.569 7.103 -2.338
12 H 7.842 5.808 -4.514
13 F -0.801 -0.813 1.771
14 C -0.098 -0.372 0.652
15 C -0.555 0.727 -0.066
16 C 0.140 1.100 -1.187
17 C 1.287 0.433 -1.584
18 C 1.714 -0.725 -0.855
19 C 1.041 -1.119 0.243
20 H -1.476 1.201 0.240
21 H -0.265 1.967 -1.687
22 H 1.784 0.867 -2.439
23 H 2.553 -1.320 -1.186
24 H 1.285 -2.041 0.748
25 F 0.260 6.324 2.177
26 C 0.806 7.411 2.741
27 C 2.160 7.536 3.036
28 C 2.659 8.592 3.793
29 C 1.786 9.617 4.257
30 C 0.426 9.519 3.893
31 C -0.029 8.442 3.126
32 H 2.859 6.772 2.727
33 H 3.691 8.698 4.094
34 H 2.119 10.438 4.875
35 H -0.336 10.211 4.220
36 H -1.079 8.277 2.933
37 F 5.403 -2.606 -5.273
38 C 6.702 -2.809 -5.141
39 C 7.212 -4.107 -5.135
40 C 8.555 -4.357 -5.212
41 C 9.498 -3.265 -5.235
42 C 9.002 -1.948 -5.299
43 C 7.607 -1.765 -5.220
44 H 6.472 -4.890 -5.201
45 H 8.864 -5.387 -5.311
46 H 10.569 -3.408 -5.222
47 H 9.658 -1.090 -5.324
48 H 7.197 -0.767 -5.242
49 F -6.698 2.447 4.812
50 C -7.145 1.374 4.143
51 C -6.262 0.343 3.918
52 C -6.593 -0.709 3.117
53 C -7.920 -0.836 2.733
54 C -8.826 0.181 2.955
55 C -8.407 1.322 3.618
56 H -5.217 0.407 4.183
57 H -5.847 -1.450 2.871
58 H -8.222 -1.765 2.272
59 H -9.830 0.055 2.578
60 H -9.136 2.070 3.893
61 F 2.302 3.081 9.089
62 C 2.572 2.105 8.217
63 C 2.805 0.811 8.587
64 C 3.142 -0.176 7.654
65 C 3.113 0.159 6.305
66 C 2.775 1.450 5.894
67 C 2.542 2.452 6.843
68 H 2.742 0.510 9.622
69 H 3.334 -1.175 8.017
70 H 3.259 -0.680 5.641
71 H 2.729 1.623 4.828
72 H 2.361 3.468 6.525
73 F -3.684 -5.779 3.162
74 C -4.645 -6.656 2.660
75 C -4.232 -7.600 1.765
76 C -5.196 -8.493 1.251
77 C -6.506 -8.495 1.689
78 C -6.866 -7.538 2.679
79 C -5.965 -6.612 3.088
80 H -3.171 -7.695 1.586
81 H -4.874 -9.304 0.615
82 H -7.171 -9.278 1.357
83 H -7.889 -7.516 3.026
84 H -6.293 -5.870 3.801
85 F -5.630 10.288 -4.520
86 C -4.624 9.391 -4.559
87 C -3.951 9.092 -3.383
88 C -2.887 8.168 -3.352
89 C -2.445 7.607 -4.560
90 C -3.137 7.942 -5.748
91 C -4.161 8.866 -5.740
92 H -4.248 9.562 -2.457
93 H -2.417 7.976 -2.399
94 H -1.559 6.996 -4.655
95 H -2.781 7.591 -6.705
96 H -4.576 9.181 -6.686
97 F -9.239 0.570 -4.868
98 C -8.211 1.300 -4.269
99 C -8.348 1.703 -2.970
100 C -7.329 2.417 -2.375
101 C -6.120 2.592 -3.061
102 C -5.924 2.144 -4.404
103 C -7.017 1.464 -4.955
104 H -9.234 1.567 -2.367
105 H -7.326 2.808 -1.368
106 H -5.323 3.206 -2.668
107 H -5.011 2.262 -4.970
108 H -6.922 1.048 -5.947
109 F 2.766 -7.070 -1.504
110 C 2.430 -7.456 -2.756
111 C 1.700 -6.618 -3.571
112 C 1.357 -7.064 -4.852
113 C 1.836 -8.322 -5.339
114 C 2.667 -9.079 -4.543
115 C 2.936 -8.662 -3.233
116 H 1.344 -5.671 -3.193
117 H 0.707 -6.425 -5.432
118 H 1.522 -8.598 -6.335
119 H 3.053 -10.043 -4.837
120 H 3.595 -9.226 -2.590
121 C 2.522 -6.993 5.541
122 C 3.768 -7.925 5.814
123 C 4.148 -8.950 4.688
124 C 2.970 -9.600 4.125
125 N 2.006 -10.099 3.713
126 H 2.829 -6.259 4.796
127 H 2.210 -6.436 6.425
128 H 1.637 -7.526 5.194
129 H 3.584 -8.557 6.682
130 H 4.574 -7.224 6.032
131 H 4.904 -9.640 5.062
132 H 4.555 -8.447 3.811

Properties
Spin multiplicity   1
Orbital gap   9.3 eV
SMILES   Fc1ccccc1.Fc1ccccc1.Fc1ccccc1.Fc1ccccc1.Fc1ccccc1.Fc1ccccc1.Fc1ccccc1.Fc1ccccc1.Fc1ccccc1.Fc1ccccc1.CCCC#N

---

| no. | E_LUMO (Eh) |
| --- | --- |
| 1 | -0.0246 |
| 2 | -0.0936 |
| 3 | 0.0051 |